Here is a structure of composition C31H31AsN4O4PSe4Ti from OMol25. Energies are from ωB97M-V with the def2-TZVPD basis set.

Geometry as XYZ:
```
77
Properties=species:S:1:pos:R:3:lowdin_charge:R:1
Ti -0.34 1.14 2.54 0.21
O 3.06 3.42 2.95 0.01
C 2.18 2.57 3.11 -0.62
O 0.93 2.75 2.80 -0.24
C 2.44 1.17 3.48 -0.22
C 3.64 0.62 3.89 -0.02
C 3.78 -0.76 4.04 -0.09
C 2.68 -1.56 3.71 -0.01
C 1.51 -0.97 3.30 -0.18
N 1.36 0.38 3.22 -0.01
C 0.29 -1.68 2.82 -0.59
O 0.17 -2.90 2.82 0.04
O -0.60 -0.83 2.38 -0.23
H 4.47 1.29 4.08 0.11
H 4.70 -1.20 4.37 0.09
H 2.74 -2.64 3.76 0.12
Se -1.55 1.46 4.76 0.02
Se -2.45 3.60 4.39 -0.15
Se -3.81 3.29 2.53 -0.13
Se -2.16 2.37 1.09 -0.05
C 3.32 3.64 -0.62 -0.10
N 1.88 4.13 -0.85 -0.07
C 1.43 3.72 -2.24 -0.13
N 1.56 2.32 -2.42 -0.14
C 2.95 1.92 -2.21 -0.17
N 3.43 2.24 -0.87 -0.14
C 2.74 1.44 0.16 -0.26
P 0.90 1.75 0.23 0.96
C 0.95 3.60 0.19 -0.26
C 0.62 1.54 -1.59 -0.30
H 3.56 3.87 0.43 0.14
H 3.95 4.21 -1.30 0.14
H 1.89 5.15 -0.79 0.18
H 2.07 4.25 -2.95 0.14
H 0.40 4.04 -2.34 0.15
H 3.57 2.44 -2.94 0.13
H 3.03 0.85 -2.36 0.13
H 3.20 1.64 1.13 0.08
H 2.89 0.38 -0.06 0.09
H 1.26 3.98 1.16 0.09
H -0.06 3.96 -0.02 0.05
H -0.40 1.84 -1.83 0.08
H 0.71 0.49 -1.87 0.08
C -2.88 0.01 -4.92 -0.11
C -2.06 -1.09 -4.72 -0.10
C -1.66 -1.44 -3.44 -0.10
C -2.08 -0.70 -2.34 -0.39
C -2.89 0.41 -2.55 -0.15
C -3.30 0.76 -3.83 -0.09
As -1.51 -0.98 -0.47 1.34
C -3.08 -1.95 0.19 -0.36
C -4.34 -1.79 -0.38 -0.10
C -5.43 -2.45 0.15 -0.10
C -5.28 -3.28 1.25 -0.10
C -4.02 -3.43 1.83 -0.08
C -2.93 -2.77 1.30 -0.09
C -0.31 -2.51 -0.68 -0.38
C 1.02 -2.31 -0.30 -0.13
C 1.95 -3.33 -0.38 -0.08
C 1.56 -4.58 -0.85 -0.09
C 0.24 -4.80 -1.21 -0.09
C -0.69 -3.77 -1.13 -0.11
H -3.20 0.29 -5.92 0.09
H -1.73 -1.68 -5.57 0.10
H -1.02 -2.30 -3.30 0.09
H -3.21 1.02 -1.70 0.07
H -3.94 1.62 -3.97 0.10
H -4.48 -1.14 -1.24 0.08
H -6.41 -2.31 -0.29 0.09
H -6.14 -3.80 1.67 0.09
H -3.89 -4.07 2.70 0.10
H -1.96 -2.88 1.78 0.08
H 1.31 -1.35 0.12 0.07
H 2.97 -3.16 -0.06 0.10
H 2.28 -5.39 -0.90 0.10
H -0.07 -5.78 -1.55 0.10
H -1.72 -3.96 -1.39 0.11
```

Total energy: -14752.415065 hartree
HOMO level (alpha / beta): -2.5 / -2.5 eV
Kohn-Sham gap (alpha / beta): 3.93 / 3.92 eV
Net charge: -1
LUMO energy (alpha / beta): 1.417 / 1.418 eV